DFT (ωB97M-V/def2-TZVPD) results for C4H5NO4 in the gas phase.

Geometry (Å):
C (-0.548, 0.236, -0.432)
C (-0.712, 0.291, 0.919)
C (1.443, 0.033, 0.666)
C (0.863, 0.018, -0.575)
H (-2.218, 0.833, -1.434)
H (-1.956, -0.765, -1.399)
H (-1.726, 0.292, 2.545)
H (3.027, -0.989, 0.920)
H (0.622, -0.277, -2.296)
N (-1.469, 0.128, -1.562)
O (-1.830, 0.557, 1.645)
O (0.451, 0.139, 1.563)
O (2.649, -0.108, 1.186)
O (1.405, -0.389, -1.745)

Results
- energy above the lowest of the compared OMol25 structures with the same formula, charge and spin (kJ/mol) = 195.39
- total charge = 0
- SMILES string = Nc1c(O)oc(O)c1O
- gap between HOMO and LUMO (eV) = 8.0

***

DFT (ωB97M-V/def2-TZVPD) results for C4H5NOS in the gas phase.

Geometry (Å):
C (1.549, 1.065, -0.333)
C (0.731, -0.109, 0.106)
C (-0.765, -0.053, -0.119)
C (-1.513, -0.717, 0.907)
H (2.654, 1.005, -0.209)
H (1.178, -0.750, 0.841)
H (0.218, -0.377, -1.828)
H (-1.182, 0.880, -0.489)
H (-1.014, -1.651, 1.250)
N (0.044, -0.855, -0.965)
O (1.058, 2.065, -0.779)
S (-2.960, -0.501, 1.617)

Results
- energy above the lowest of the compared OMol25 structures with the same formula, charge and spin (kJ/mol) = 243.54
- total charge = 0
- SMILES string = O=C[C@@H]1N[C@H]1C=S
- gap between HOMO and LUMO (eV) = 8.4

***

DFT (ωB97M-V/def2-TZVPD) results for C4H5NOS in the gas phase.

Geometry (Å):
C (-0.617, -1.014, 2.162)
C (-1.040, -2.281, 0.444)
C (-0.275, -0.367, 1.015)
C (1.200, 1.254, -0.656)
N (-0.604, -1.180, -0.078)
O (-1.033, -2.234, 1.781)
S (0.293, 1.287, 0.903)
H (-0.463, -0.913, 3.229)
H (-1.463, -3.195, -0.116)
H (1.970, 0.543, -0.688)
H (1.474, 2.269, -0.915)
H (0.450, 0.886, -1.362)

Results
- energy above the lowest of the compared OMol25 structures with the same formula, charge and spin (kJ/mol) = 100.02
- total charge = 0
- SMILES string = CSc1cocn1
- gap between HOMO and LUMO (eV) = 9.2

***

DFT (ωB97M-V/def2-TZVPD) results for C4H5NOS in the gas phase.

Geometry (Å):
C (0.389, 0.243, -0.024)
C (-0.114, 1.451, -0.418)
C (-1.784, 0.007, -0.611)
C (-0.721, -0.684, -0.154)
H (2.280, 1.130, 1.077)
H (0.290, 2.470, -0.420)
H (-2.032, 2.115, -1.086)
H (-2.868, -0.188, -0.855)
H (0.269, -2.067, 0.708)
N (-1.390, 1.336, -0.830)
O (-0.560, -2.048, 0.052)
S (1.853, -0.158, 0.826)

Results
- energy above the lowest of the compared OMol25 structures with the same formula, charge and spin (kJ/mol) = 119.76
- total charge = 0
- SMILES string = Oc1c[nH]cc1S
- gap between HOMO and LUMO (eV) = 8.7

***

DFT (ωB97M-V/def2-TZVPD) results for C4H5NOS in the gas phase.

Geometry (Å):
C (0.494, -0.017, -1.027)
C (-0.057, -0.851, 0.207)
C (-0.659, 0.038, 1.207)
C (-1.097, 0.798, 2.014)
H (1.190, 1.862, -1.407)
H (0.775, 1.567, 0.224)
H (0.836, -1.387, 0.675)
H (-0.646, -2.086, -1.163)
H (-1.481, 1.426, 2.795)
N (0.838, 1.242, -0.702)
O (-0.903, -1.888, -0.246)
S (0.710, -0.704, -2.576)

Results
- energy above the lowest of the compared OMol25 structures with the same formula, charge and spin (kJ/mol) = 215.21
- total charge = 0
- SMILES string = C#C[C@@H](O)C(N)=S
- gap between HOMO and LUMO (eV) = 9.3

***

DFT (ωB97M-V/def2-TZVPD) results for C4H5NOS in the gas phase.

Geometry (Å):
C (0.732, -1.041, -0.810)
C (1.070, 0.262, -0.997)
C (-0.261, -1.282, 0.088)
C (0.438, 1.144, -0.003)
N (-0.519, 0.208, 0.619)
O (-1.004, -2.192, 0.380)
S (-1.446, 0.563, 1.976)
H (0.950, -1.932, -1.380)
H (1.789, 0.634, -1.602)
H (1.166, 1.405, 0.760)
H (-0.210, 2.004, -0.409)
H (-2.705, 0.228, 1.378)

Results
- energy above the lowest of the compared OMol25 structures with the same formula, charge and spin (kJ/mol) = 195.43
- total charge = 0
- SMILES string = O=C1C=CCN1S
- gap between HOMO and LUMO (eV) = 8.5

***

DFT (ωB97M-V/def2-TZVPD) results for C4H5NOS2 in the gas phase.

Geometry (Å):
C (2.631, -0.361, -0.284)
C (-0.089, -0.915, -0.084)
C (-1.916, 0.680, 0.242)
C (-0.392, 0.576, 0.173)
H (3.648, -0.784, -0.149)
H (-2.178, 1.473, -0.457)
H (-2.248, 0.866, 1.300)
H (0.114, 1.116, -0.601)
H (0.135, 0.846, 1.105)
N (-1.058, -1.708, -0.362)
O (2.374, 0.770, -0.637)
S (1.531, -1.644, 0.151)
S (-2.553, -0.915, -0.398)

Results
- energy above the lowest of the compared OMol25 structures with the same formula, charge and spin (kJ/mol) = 87.82
- total charge = 0
- SMILES string = O=CSC1=NSCC1
- gap between HOMO and LUMO (eV) = 8.9

***

DFT (ωB97M-V/def2-TZVPD) results for C4H5NOS2 in the gas phase.

Geometry (Å):
C (1.372, 0.779, -1.064)
C (-0.256, -0.079, 0.553)
C (0.150, 0.488, 1.718)
C (-0.922, -1.370, 0.543)
H (-0.865, -0.300, -2.697)
H (2.014, 0.597, -0.212)
H (-0.206, 0.030, 2.670)
H (0.651, 1.426, 1.800)
H (-0.931, -1.889, -0.450)
N (0.074, 0.431, -0.745)
O (1.728, 1.264, -2.096)
S (-1.145, 0.691, -1.838)
S (-1.664, -2.069, 1.819)

Results
- energy above the lowest of the compared OMol25 structures with the same formula, charge and spin (kJ/mol) = 181.05
- total charge = 0
- SMILES string = C=C(C=S)N(S)C=O
- gap between HOMO and LUMO (eV) = 7.9

***

Q: Among the records above, which one has the highest energy above the lowest of the compared OMol25 structures with the same formula, charge and spin?
A: number 2